#a
This record from the Open Molecules 2025 dataset describes 2 unconnected molecules or ions with the total composition C5H14. The level of theory is ωB97M-V with the def2-TZVPD basis set.

Values from the calculation:
HOMO energy (alpha / beta)   -15.813 / -15.481 eV
Multiplicity   2
Charge   +1
<S²>   0.7537

Atoms and positions in Å:
C (-2.44227, -0.18405, -0.30728)
C (1.57620, 0.20247, 0.41595)
C (0.82096, -0.90576, -0.27069)
C (2.95972, -0.39668, 0.78034)
C (-2.33685, 1.28837, -0.56488)
H (1.14898, 0.64050, 1.32505)
H (-0.26524, -0.52687, -0.26691)
H (-3.26981, -0.65190, -0.89464)
H (0.97526, -1.00870, -1.34811)
H (3.59157, -0.39388, -0.10091)
H (2.85685, -1.39625, 1.20570)
H (-1.50714, 1.73057, 0.00021)
H (-1.66365, -0.94383, -0.59227)
H (-2.84482, -0.35516, 0.68910)
H (3.40194, 0.27183, 1.52544)
H (0.97744, -1.85217, 0.24938)
H (1.51452, 1.03034, -0.30371)
H (-3.12671, 1.76372, 0.02588)
H (-2.36694, 1.68743, -1.56765)


#b
This record from the Open Molecules 2025 dataset describes 2 unconnected molecules or ions with the total composition C5H14. The level of theory is ωB97M-V with the def2-TZVPD basis set.

Values from the calculation:
HOMO energy (alpha / beta)   -14.783 / -14.745 eV
Multiplicity   2
Charge   +1
<S²>   0.7528

Atoms and positions in Å:
C (0.41466, -1.14833, 1.39964)
C (-0.74363, 1.43938, -0.98025)
C (-1.82876, 2.16103, -1.83424)
C (1.88811, -0.80764, 1.67390)
C (0.31747, -1.97676, 0.03283)
H (-0.38179, 0.46954, -1.27107)
H (-0.02818, -1.75822, 2.27010)
H (1.17804, -1.63976, -0.64059)
H (0.14779, 2.11216, -0.91851)
H (-0.23996, -0.22697, 1.43090)
H (-1.00914, 1.18580, 0.03411)
H (2.00247, -0.62103, 2.76567)
H (0.21987, -2.99778, 0.12877)
H (2.22789, 0.14757, 1.27299)
H (2.52891, -1.59544, 1.41697)
H (-1.23118, 2.82416, -2.61421)
H (-2.55774, 2.72265, -1.17825)
H (-2.32511, 1.46112, -2.58050)
H (-0.57974, -1.75146, -0.40826)


#a comes first in stability; the runner-up is 89.1 kJ/mol higher.


#a
This record from the Open Molecules 2025 dataset describes 2 unconnected molecules or ions with the total composition C4H5N3O2. The level of theory is ωB97M-V with the def2-TZVPD basis set.

Values from the calculation:
HOMO energy (alpha / beta)   -9.592 / -9.592 eV
Structure (SMILES)   N#Cc1cc(N)no1.O

Atoms and positions in Å:
O (0.51646, 1.43079, 0.41877)
O (1.41023, -0.07101, -2.33661)
N (3.06011, -0.88059, 0.33867)
N (-0.59082, 1.12018, -0.35077)
N (-2.51576, -0.12589, 0.15767)
C (-1.21222, 0.18124, 0.34786)
C (2.17940, -0.19158, 0.70299)
C (-0.29008, -0.40680, 1.28318)
C (0.85983, 0.28961, 1.04899)
H (-0.41414, -1.32209, 1.85218)
H (2.38730, -0.34521, -2.00673)
H (-3.00889, -0.61119, 0.89249)
H (-3.07543, 0.48706, -0.41934)
H (0.69401, 0.44547, -1.92935)


#b
This record from the Open Molecules 2025 dataset describes C4H5N3O2 in the gas phase. The level of theory is ωB97M-V with the def2-TZVPD basis set.

Values from the calculation:
HOMO energy   -9.533 eV
Structure (SMILES)   C/N=C\N=C=C[N+](=O)[O-]

Atoms and positions in Å:
O (-1.05934, 0.25199, 2.99222)
O (0.75745, 0.63888, 1.98593)
N (-0.20416, -0.03489, 2.20188)
N (-0.13560, 0.47036, -1.91610)
N (0.53204, -1.47712, -0.85656)
C (-0.25513, -0.74149, -1.68265)
C (0.20546, -1.51061, 0.31464)
C (-0.46020, -1.23819, 1.37249)
C (0.51214, 1.53672, -1.19969)
H (0.20065, 1.38938, -0.06375)
H (0.28996, 2.55276, -1.53188)
H (1.53991, 1.31290, -1.39452)
H (-0.81353, -1.33464, -2.27334)
H (-1.10964, -1.81605, 2.05132)


#c
This record from the Open Molecules 2025 dataset describes C4H5N3O2 in the gas phase. The level of theory is ωB97M-V with the def2-TZVPD basis set.

Values from the calculation:
HOMO energy (alpha / beta)   -9.579 / -9.291 eV

Atoms and positions in Å:
O (3.45486, 1.26361, 0.25831)
O (4.09521, -0.79337, 0.27752)
N (2.03087, -0.36801, -0.21901)
N (1.13469, 0.49545, -0.41940)
N (3.27488, 0.07424, 0.12562)
C (-1.23445, -0.43287, -0.03709)
C (-0.08152, 0.61636, -0.45975)
C (-0.98928, -1.66698, -0.08669)
C (-2.47632, 0.31042, 0.32196)
H (-3.33876, -0.33853, 0.18954)
H (-0.52239, 1.51366, -0.85017)
H (-2.59821, 1.20507, -0.28112)
H (-0.31970, -2.48084, -0.19207)
H (-2.42990, 0.60180, 1.37236)


#d
This record from the Open Molecules 2025 dataset describes a molecular structure, C4H5N3O2. The level of theory is ωB97M-V with the def2-TZVPD basis set.

Values from the calculation:
HOMO energy   -9.587 eV

Atoms and positions in Å:
O (-0.25596, 0.49555, 0.60365)
O (0.28696, -3.03091, -0.67961)
N (-0.57384, -1.05629, -1.04866)
N (1.18642, -1.43627, 0.65108)
N (1.49317, 0.37867, 2.02610)
C (0.33070, -1.87994, -0.39403)
C (-1.53923, 1.19622, -1.44058)
C (-0.70508, 0.15281, -0.61402)
C (0.76988, -0.27624, 1.10348)
H (1.52643, 1.44339, 2.16183)
H (-2.77490, 1.05052, -0.98500)
H (-1.43270, 0.86072, -2.79173)
H (-0.84845, 2.25119, -0.97712)
H (2.53660, -0.14942, 2.38461)


#d comes first in stability; the runner-up is 54.2 kJ/mol higher.


#a
This record from the Open Molecules 2025 dataset describes C4H5N3O2 in the gas phase. The level of theory is ωB97M-V with the def2-TZVPD basis set.

Values from the calculation:
HOMO energy   -8.756 eV
Structure (SMILES)   [H]/N=c1\ccon1/C=N\O

Atoms and positions in Å:
O (0.90620, -1.46122, -0.07019)
O (-2.87490, 0.34567, 0.27288)
N (-0.13472, -0.60835, -0.16415)
N (-2.46898, -0.96815, -0.02942)
N (-0.57867, 1.80637, -0.36337)
C (0.25062, 0.84689, -0.10397)
C (-1.29847, -1.26551, -0.15625)
C (2.00640, -0.67282, 0.07276)
C (1.74185, 0.64874, 0.17957)
H (-2.00957, 0.86500, 0.07886)
H (-1.15788, -2.38332, -0.19054)
H (2.67403, 1.25257, 0.63192)
H (-0.04280, 2.59235, -0.04369)
H (2.98690, -0.99822, -0.11439)


#b
This record from the Open Molecules 2025 dataset describes C4H5N3O2 in the gas phase. The level of theory is ωB97M-V with the def2-TZVPD basis set.

Values from the calculation:
HOMO energy   -10.488 eV
Structure (SMILES)   CC1=NC=N[C@@H]1[N+](=O)[O-]

Atoms and positions in Å:
O (-2.40085, 0.23760, 0.82664)
O (-2.76332, 2.09327, -0.18844)
N (-2.20566, 1.03515, -0.07362)
N (1.08192, 1.09252, -0.30553)
N (-0.55149, 1.75125, -1.71998)
C (0.10167, 0.26302, -0.07735)
C (-1.13106, 0.66164, -0.97798)
C (0.62044, 1.96663, -1.24181)
C (0.17601, -0.89418, 0.76550)
H (1.12500, -0.87889, 1.30083)
H (1.33959, 2.80716, -1.64542)
H (0.32948, -1.68524, -0.01103)
H (-0.77015, -0.87655, 1.34575)
H (-1.55773, -0.02208, -1.68956)


#c
This record from the Open Molecules 2025 dataset describes C4H5N3O2 in the gas phase. The level of theory is ωB97M-V with the def2-TZVPD basis set.

Values from the calculation:
HOMO energy   -8.860 eV
Structure (SMILES)   COc1n[nH]ncc1=O

Atoms and positions in Å:
O (-1.25616, -1.08023, -0.00513)
O (-0.58925, 1.79990, -0.02190)
N (2.16861, -1.01619, 0.00172)
N (2.60108, 0.22168, 0.00645)
N (0.91232, -1.44122, -0.01560)
C (-0.03604, -0.55052, -0.01535)
C (-2.43396, -0.25273, 0.01644)
C (0.25547, 0.90854, -0.00104)
C (1.68361, 1.15796, 0.00920)
H (-2.48444, 0.36120, 0.90848)
H (2.03482, 2.18544, 0.00464)
H (-3.25942, -0.96589, -0.01977)
H (2.87480, -1.72737, -0.01277)
H (-2.47143, 0.39942, -0.85538)


#c comes first in stability; the runner-up is 215.8 kJ/mol higher.


#a
This record from the Open Molecules 2025 dataset describes a molecular structure, C13H23N4O2P2Ti. The level of theory is ωB97M-V with the def2-TZVPD basis set.

Values from the calculation:
HOMO energy (alpha / beta)   -10.186 / -11.136 eV
Multiplicity   3
Charge   +1
<S²>   2.0088

Atoms and positions in Å:
Ti (0.30643, 0.67810, 0.15497)
P (-2.05512, 1.15734, -0.23229)
P (2.29817, -0.65943, 0.80139)
O (-0.08178, 3.85333, 0.08664)
O (1.70089, 1.50946, -0.78274)
N (-0.86913, -0.28310, 4.30190)
N (-0.29915, 0.21037, 6.68231)
N (-0.00229, -0.90245, -1.09802)
N (-0.19461, 0.49550, 2.08497)
C (-1.30396, -2.24056, -2.50002)
C (-1.21037, -1.24809, -1.54552)
C (-0.53785, 0.00442, 5.55869)
C (-0.46355, 0.16703, 3.21176)
C (-3.35906, 1.18165, 1.04105)
C (2.36060, -0.92086, -0.98155)
C (1.10785, -1.45457, -1.59941)
C (-0.17892, -2.84026, -3.03334)
C (3.90842, -0.00328, 1.21959)
C (1.04738, -2.41842, -2.57155)
C (-2.63347, 2.29038, -1.51265)
C (2.20621, -2.30464, 1.44540)
C (-2.41957, -0.51829, -1.05077)
H (-2.02121, 2.19241, -2.42061)
H (-3.35248, 0.25338, 1.62543)
H (3.85222, 0.30686, 2.26866)
H (3.18048, -2.79941, 1.37776)
H (-3.17883, 2.00956, 1.73664)
H (2.01508, 1.75387, -1.76541)
H (4.17949, 0.87727, 0.62896)
H (-2.66791, 3.33287, -1.15717)
H (-4.36166, 1.29574, 0.60805)
H (1.44743, -2.89798, 0.92950)
H (-0.22315, -3.61037, -3.79472)
H (-0.72629, 4.21304, -0.62091)
H (-0.58371, 2.21922, 0.04763)
H (2.39477, 0.20381, -1.27091)
H (-3.13836, -0.35970, -1.87256)
H (3.29405, -1.40405, -1.35671)
H (4.68824, -0.76720, 1.12077)
H (-3.66030, 2.00973, -1.78138)
H (1.90899, -2.20509, 2.49290)
H (0.86250, 4.09510, -0.36890)
H (-2.95376, -1.14766, -0.31946)
H (-2.27404, -2.55162, -2.84988)
H (1.99130, -2.77346, -2.93849)


#b
This record from the Open Molecules 2025 dataset describes a molecular structure, C13H23N4O2P2Ti. The level of theory is ωB97M-V with the def2-TZVPD basis set.

Values from the calculation:
HOMO energy (alpha / beta)   -9.862 / -11.032 eV
Multiplicity   3
Charge   +1
<S²>   2.0066

Atoms and positions in Å:
Ti (0.21984, -0.49123, 0.35599)
P (1.37731, 1.21678, 1.61873)
P (-0.73829, -1.59352, -1.62892)
O (1.73558, -2.54881, 1.30780)
O (1.22199, -2.02941, 3.68134)
N (1.67864, 0.04063, -1.05486)
N (-1.30044, 0.74762, 0.18850)
N (-3.44199, 1.92548, 0.41064)
N (-5.49666, 0.93792, 1.48787)
C (2.83529, -0.48865, -3.04869)
C (-1.67250, -3.14543, -1.65445)
C (3.37110, 1.51179, -1.89527)
C (2.25555, 2.08218, 0.24530)
C (0.56432, 2.55191, 2.55205)
C (-4.51374, 1.38286, 0.99793)
C (1.86155, -0.77138, -2.11155)
C (2.43902, 1.15447, -0.93442)
C (0.94662, -1.93614, -2.26839)
C (-1.56161, -0.57419, -2.83731)
C (3.58477, 0.66562, -2.95566)
C (-2.32537, 1.34614, 0.29239)
C (2.65887, 0.54635, 2.70556)
H (-2.66304, -2.93923, -1.20837)
H (1.87277, -3.51610, 1.28094)
H (1.67484, -2.33370, 2.28269)
H (1.34062, 3.20122, 2.99497)
H (-1.00114, 0.32097, -3.06904)
H (0.78177, -2.17127, -3.32402)
H (1.34862, -2.83110, -1.74790)
H (1.69897, -1.81270, 4.51986)
H (-1.68776, -1.16321, -3.74395)
H (-2.54692, -0.28312, -2.45707)
H (-0.07330, 3.12959, 1.86011)
H (-0.04615, 2.07015, 3.34178)
H (2.11177, 0.02153, 3.50073)
H (2.91700, -1.17980, -3.87049)
H (3.22185, 2.44889, 0.65842)
H (-1.77750, -3.42484, -2.71290)
H (0.28280, -1.94313, 3.85564)
H (-1.13200, -3.92806, -1.09989)
H (3.26982, -0.18423, 2.18086)
H (4.33677, 0.90206, -3.69572)
H (3.91576, 2.44622, -1.74099)
H (1.63606, 2.97619, -0.02562)
H (3.28732, 1.33810, 3.11983)


#b comes first in stability; the runner-up is 275.7 kJ/mol higher.